Computed, not measured: C12H34FGaO4PS as an isolated structure, with the ωB97M-V functional and the def2-TZVPD basis.

- HOMO level: -3.9394 eV
- Total charge: -1
- HOMO-LUMO gap: 6.2 eV

Positions of all 54 atoms, in Å:
1 C 2.62264 -2.81207 0.38959
2 C 1.46281 -3.67746 0.92334
3 O 0.48834 -3.95949 -0.04729
4 Ga -0.68945 -2.55968 -0.41478
5 C -0.02733 -0.70892 -0.02024
6 F -1.02679 -2.64894 -2.22042
7 P -2.80046 -2.83720 0.60988
8 S -2.88776 -2.26207 2.51228
9 H 2.54979 -1.80566 0.80048
10 H 3.59826 -3.21679 0.64746
11 H 2.49673 -2.71590 -0.68507
12 H 1.03737 -3.23999 1.83349
13 H 1.89313 -4.63817 1.23910
14 H -0.84248 -0.02562 -0.26380
15 H 0.23586 -0.52630 1.01649
16 H 0.80753 -0.42869 -0.65878
17 H -3.33558 -4.12444 0.46154
18 H -3.71209 -2.04045 -0.12595
19 C 2.03133 3.68750 0.40350
20 C 0.87554 3.09973 1.19916
21 C 0.43460 4.03579 2.31580
22 O 1.23379 1.83126 1.73190
23 H 2.90277 3.84523 1.04381
24 H 2.32936 3.00217 -0.39069
25 H 1.76326 4.64394 -0.04515
26 H 0.03368 2.90810 0.53249
27 H 1.25556 4.20121 3.02000
28 H -0.39406 3.59848 2.87322
29 H 0.11937 5.00434 1.92207
30 H 1.97850 1.95646 2.33127
31 C 6.27365 6.87778 -1.24174
32 C 5.36832 5.65776 -1.32809
33 C 5.04048 5.30512 -2.77082
34 O 4.16945 5.87527 -0.58843
35 H 5.77886 7.75041 -1.67762
36 H 6.49870 7.11366 -0.20133
37 H 7.21241 6.71408 -1.77324
38 H 5.85719 4.80833 -0.84956
39 H 4.50793 6.13016 -3.25268
40 H 4.39386 4.42880 -2.81147
41 H 5.94505 5.09809 -3.34468
42 H 3.70648 6.62184 -0.98592
43 C -6.52288 -6.44136 -1.31521
44 C -6.26721 -5.85030 0.06381
45 C -7.54961 -5.74941 0.87680
46 O -5.65321 -4.57292 -0.05070
47 H -7.20744 -5.80327 -1.88161
48 H -5.59269 -6.50617 -1.87957
49 H -6.96048 -7.43926 -1.24563
50 H -5.54808 -6.47315 0.59772
51 H -8.26556 -5.09010 0.37737
52 H -7.34315 -5.32554 1.85946
53 H -8.01609 -6.72792 1.00772
54 H -6.26019 -3.98825 -0.51928

Computed, not measured: a 2-piece molecular cluster, C12H34N4O6P2 overall, with the ωB97M-V functional and the def2-TZVPD basis.

- HOMO level: -8.0019 eV
- Total charge: 0
- HOMO-LUMO gap: 7.6 eV

Positions of all 58 atoms, in Å:
1 C 5.25935 1.68110 -1.16721
2 O 5.40075 1.18152 -2.50354
3 C 4.30626 0.30315 -2.85334
4 C 3.46285 1.06947 -3.94568
5 O 2.05734 0.89666 -3.82180
6 C 1.63571 -0.40967 -4.25349
7 C 0.52070 -1.00850 -3.32433
8 C 0.77877 -0.82705 -1.78201
9 N 0.61305 0.55936 -1.27866
10 P 5.11308 -1.27946 -3.46071
11 O 4.24407 -2.51255 -3.31764
12 O 5.76450 -1.14216 -4.99706
13 O 6.43641 -1.51101 -2.44436
14 H 4.20223 1.81870 -0.83762
15 H 5.74520 2.69498 -1.15475
16 H 5.86372 1.04290 -0.46738
17 H 3.70284 0.05024 -1.94507
18 H 3.65214 2.16311 -3.77279
19 H 3.80372 0.87921 -5.00297
20 H 1.15630 -0.26702 -5.26806
21 H 2.48718 -1.12090 -4.43746
22 H 0.50394 -2.11790 -3.51953
23 H -0.51110 -0.63765 -3.56944
24 H -0.00242 -1.44607 -1.25385
25 H 1.75886 -1.28107 -1.46964
26 H 1.54507 0.97647 -1.30592
27 H 0.07714 1.11734 -1.94736
28 H 5.23570 -0.55635 -5.55677
29 H 6.46533 -2.45705 -2.23606
30 O -2.84254 -1.66712 1.48917
31 P -2.60338 -0.44921 2.39836
32 N -3.66145 -0.96574 3.66094
33 C -5.07063 -1.22642 3.41082
34 C -3.10098 -2.08102 4.42097
35 N -3.25738 0.71598 1.33147
36 C -4.46086 1.48846 1.54269
37 C -3.09374 0.45266 -0.09394
38 N -2.08980 0.93395 3.42290
39 C -0.62294 1.00048 3.51102
40 C -2.65592 1.29576 4.71573
41 H -5.57823 -1.47308 4.34798
42 H -5.23122 -2.04854 2.70404
43 H -5.58261 -0.34136 3.03932
44 H -2.07350 -1.85300 4.72893
45 H -3.07833 -3.00404 3.83111
46 H -3.67250 -2.26080 5.33514
47 H -5.35706 0.93123 1.24896
48 H -4.43273 2.40656 0.94598
49 H -4.57475 1.81803 2.57500
50 H -3.85751 -0.24346 -0.46637
51 H -2.11333 0.02323 -0.29829
52 H -3.16000 1.37605 -0.67669
53 H -0.22607 0.20248 4.14864
54 H -0.28885 1.96349 3.90506
55 H -0.17969 0.88918 2.51506
56 H -2.37903 0.59446 5.51064
57 H -3.74058 1.37355 4.68452
58 H -2.29306 2.28844 5.00535

Computed, not measured: C12H34O18P4S as an isolated structure, with the ωB97M-V functional and the def2-TZVPD basis.

- HOMO level: -9.1253 eV
- Total charge: 0
- HOMO-LUMO gap: 7.2 eV

Positions of all 69 atoms, in Å:
1 C -1.61480 3.99348 3.60594
2 C -2.19053 2.58319 3.99288
3 O -3.61784 2.35581 3.86450
4 S -3.76972 0.84762 4.60111
5 O -4.98063 0.05234 4.29259
6 O -3.88057 1.16505 6.05245
7 O -2.29219 0.22181 4.09994
8 C -1.57910 1.27464 3.35309
9 P 0.24449 0.82247 3.66804
10 O 0.36416 -0.31196 4.92044
11 O 1.10048 2.22221 4.10466
12 H -2.27298 4.57988 2.90437
13 H -0.58530 3.95424 3.16002
14 H -1.57889 4.59879 4.55745
15 H -1.85797 2.48203 5.07318
16 H -1.71719 1.17307 2.23466
17 H -0.23472 -0.11012 5.66503
18 H 0.86709 2.50837 5.00690
19 C -4.66324 0.24441 1.15770
20 O -4.66133 0.98772 -0.06013
21 P -3.96413 0.16818 -1.39487
22 O -2.53233 0.25559 -0.87790
23 O -4.29975 1.43993 -2.38454
24 C -4.78851 2.69538 -1.93525
25 O -3.55684 -0.81305 -2.73136
26 C -3.75674 -0.37794 -4.06883
27 H -5.19764 0.82099 1.91045
28 H -5.17090 -0.71122 1.01797
29 H -3.64192 0.07388 1.50487
30 H -4.10052 3.15617 -1.22630
31 H -5.78287 2.58805 -1.50473
32 H -4.86867 3.35216 -2.80458
33 H -3.09283 0.45722 -4.29861
34 H -4.79849 -0.10561 -4.23957
35 H -3.50819 -1.20530 -4.73716
36 C 7.01247 1.93019 2.37033
37 O 7.03665 1.37325 3.68314
38 P 5.49681 0.93788 4.30511
39 O 5.01403 2.36951 4.50086
40 O 6.18793 0.37953 5.69174
41 C 7.55654 0.55221 6.02840
42 O 3.99689 0.23754 4.72425
43 C 3.86342 -0.61112 5.85440
44 H 8.04108 2.08910 2.04627
45 H 6.52478 1.24371 1.67549
46 H 6.49158 2.88943 2.37005
47 H 7.82249 1.60840 6.07117
48 H 8.19446 0.01432 5.32873
49 H 7.71212 0.12368 7.02135
50 H 4.01961 -0.04348 6.77375
51 H 4.55327 -1.45355 5.79618
52 H 2.84489 -1.00470 5.86221
53 C -0.33200 -2.04936 -5.20177
54 O -0.54789 -3.10204 -6.14104
55 P 0.30038 -2.92604 -7.62240
56 O -0.54564 -1.76637 -8.13261
57 O -0.29884 -4.36100 -8.16394
58 C -1.30435 -5.10989 -7.49701
59 O 1.40847 -2.85695 -8.92086
60 C 1.57434 -3.94153 -9.82204
61 H -0.84624 -2.30306 -4.27449
62 H 0.73432 -1.93910 -4.99628
63 H -0.73529 -1.10826 -5.58043
64 H -2.21955 -4.52884 -7.38364
65 H -0.94240 -5.46502 -6.53338
66 H -1.53231 -5.98358 -8.11219
67 H 0.66889 -4.08197 -10.41483
68 H 1.83611 -4.85680 -9.29044
69 H 2.39403 -3.69551 -10.50046

Computed, not measured: C12H35BINbO4P as an isolated structure, with the ωB97M-V functional and the def2-TZVPD basis.

- HOMO level: -3.9245 eV
- Total charge: -1
- HOMO-LUMO gap: 6.4 eV

Positions of all 55 atoms, in Å:
1 C -1.92080 -1.39426 -1.05510
2 C -1.33321 -0.22426 -0.29190
3 P -1.03555 -0.52447 1.48770
4 C -2.74795 -0.62630 2.15575
5 Nb 0.37508 1.27535 2.64023
6 I 0.54006 0.03274 5.18516
7 C 0.31486 2.54569 0.82204
8 B 1.66205 2.37727 0.13008
9 O 2.66077 3.35266 0.21326
10 O 1.93774 1.24667 -0.61762
11 H -1.20223 -2.20423 -1.15474
12 H -2.22043 -1.09488 -2.05919
13 H -2.80982 -1.78333 -0.55972
14 H -1.97381 0.65021 -0.40864
15 H -0.36125 0.05058 -0.69765
16 H -3.47122 -0.41209 1.37218
17 H -2.85843 0.11237 2.94110
18 H -2.95054 -1.61367 2.55988
19 H -1.27967 1.94320 3.14313
20 H 1.16339 2.80161 3.27086
21 H 1.91860 0.43515 2.05416
22 H -0.51696 2.26368 0.18188
23 H 0.19081 3.56562 1.17019
24 H 2.71882 3.86805 -0.59214
25 H 2.64992 0.73146 -0.22350
26 C -3.44321 1.25641 -6.37512
27 C -3.68187 0.01630 -5.52915
28 O -3.70795 0.25703 -4.13860
29 C -4.70022 1.14750 -3.66807
30 C -6.12529 0.70389 -3.95422
31 H -2.51363 1.74373 -6.08114
32 H -3.37188 0.97650 -7.42681
33 H -4.25320 1.98101 -6.28069
34 H -2.86009 -0.68684 -5.66505
35 H -4.59776 -0.49358 -5.85555
36 H -4.53191 2.15922 -4.05687
37 H -4.53351 1.18908 -2.59233
38 H -6.33982 0.66582 -5.02339
39 H -6.82536 1.40692 -3.50185
40 H -6.30756 -0.28529 -3.53318
41 C 6.29436 -3.08570 2.42555
42 C 6.06925 -1.58605 2.55604
43 O 4.71806 -1.19953 2.60686
44 C 3.95919 -1.71925 3.68912
45 C 4.48733 -1.33189 5.05893
46 H 5.78125 -3.47125 1.54394
47 H 7.36137 -3.29349 2.32724
48 H 5.92903 -3.63047 3.29676
49 H 6.46579 -1.07899 1.67464
50 H 6.62378 -1.20024 3.42235
51 H 3.87500 -2.81042 3.60524
52 H 2.95757 -1.31065 3.57394
53 H 5.48423 -1.73405 5.25695
54 H 3.81220 -1.71431 5.82458
55 H 4.52464 -0.24621 5.15247

> total charge of number 2 (C12H34N4O6P2)?

0